[1]
This record from the Open Molecules 2025 dataset describes a structure of composition C46H43N6OSiSn at a distorted geometry. The level of theory is ωB97M-V/def2-TZVPD.

Each line ends with the Löwdin charge.
Geometry (Å):
Sn (-20.48457, 5.58211, 10.18865)  1.273
N (-23.67675, 6.58481, 19.76887)  0.133
C (-23.42770, 6.31542, 18.68440)  -0.192
C (-23.21318, 6.29579, 17.23910)  -0.233
C (-21.88733, 6.18193, 16.84503)  -0.049
C (-21.59047, 6.19194, 15.51971)  -0.028
C (-22.55895, 6.34274, 14.52306)  -0.172
C (-23.91140, 6.56688, 14.95245)  -0.010
C (-24.23316, 6.56246, 16.30098)  -0.027
C (-22.08670, 6.29744, 13.11579)  -0.127
C (-22.35687, 5.09174, 12.50373)  -0.273
C (-23.13433, 3.99705, 13.01152)  0.015
C (-23.15421, 3.04221, 12.07331)  -0.017
C (-22.20558, 3.32682, 11.01061)  -0.296
N (-21.95470, 4.74795, 11.20924)  -0.106
C (-21.23699, 7.37019, 12.66510)  -0.251
C (-20.89369, 8.57923, 13.29078)  -0.051
C (-19.98479, 9.27669, 12.42902)  -0.108
C (-19.82438, 8.44969, 11.35743)  -0.232
N (-20.63986, 7.36187, 11.38693)  -0.090
H (-21.05848, 6.01234, 17.52570)  0.121
H (-20.55112, 6.00240, 15.21315)  0.138
H (-24.59674, 6.73593, 14.13208)  0.110
H (-25.28739, 6.80384, 16.58428)  0.129
H (-23.68875, 4.00477, 13.85802)  0.080
H (-23.80274, 2.21315, 11.98364)  0.109
H (-22.63620, 3.14486, 10.04354)  0.131
H (-21.15540, 8.99811, 14.22107)  0.079
H (-19.45552, 10.25198, 12.44463)  0.097
H (-19.28182, 8.62173, 10.43616)  0.094
C (-20.23059, 7.86890, 6.26978)  -0.108
C (-19.95686, 6.83127, 5.42808)  -0.127
C (-19.86988, 5.59388, 5.94635)  -0.087
C (-20.18624, 5.19567, 7.23916)  -0.232
C (-20.50476, 6.19326, 8.17392)  -0.186
C (-20.49312, 7.57205, 7.64858)  -0.071
C (-20.17422, 3.78960, 7.61822)  -0.299
C (-19.93655, 2.71469, 6.77724)  -0.035
C (-19.92898, 1.45175, 7.28814)  -0.008
C (-20.24519, 1.18443, 8.67728)  -0.233
C (-20.34473, -0.05153, 9.22172)  -0.116
C (-20.75799, -0.18293, 10.61987)  -0.122
C (-21.05172, 0.86591, 11.43276)  -0.099
C (-20.97754, 2.26395, 10.88717)  -0.182
C (-20.52984, 2.32071, 9.44066)  -0.161
N (-20.42740, 3.56812, 8.89198)  0.066
H (-20.29375, 8.90624, 5.88681)  0.103
H (-19.70436, 6.86597, 4.33310)  0.125
H (-19.55052, 4.85411, 5.27636)  0.084
H (-20.80630, 8.37402, 8.29484)  0.078
H (-19.81439, 2.95424, 5.74619)  0.091
H (-19.93881, 0.57430, 6.61119)  0.114
H (-20.21091, -0.94522, 8.64928)  0.073
H (-20.86251, -1.16978, 11.03747)  0.081
H (-21.37333, 0.86588, 12.47082)  0.091
H (-20.13895, 2.73699, 11.49406)  0.132
C (-26.76438, 4.66640, 4.88620)  -0.049
C (-25.98550, 5.98743, 4.84488)  -0.226
N (-25.38319, 6.32248, 6.08577)  -0.076
C (-23.96255, 6.12853, 6.33472)  -0.223
C (-23.57995, 4.71636, 6.17330)  -0.066
C (-26.25213, 6.69239, 7.07894)  -0.422
O (-27.41653, 6.89794, 6.86509)  0.069
C (-25.70116, 6.99550, 8.45648)  -0.143
C (-25.00033, 6.09642, 9.20957)  0.002
C (-24.57610, 6.57214, 10.49280)  -0.040
C (-24.85480, 7.84190, 10.89686)  -0.111
N (-25.62074, 8.70649, 10.12547)  0.077
C (-26.04417, 8.22896, 9.00049)  -0.129
H (-27.22008, 4.45307, 3.97121)  0.055
H (-27.54313, 4.90883, 5.55097)  0.053
H (-26.11622, 3.90516, 5.24467)  0.058
H (-26.69547, 6.83700, 4.63211)  0.133
H (-25.19618, 6.06011, 4.05552)  0.131
H (-23.69851, 6.51673, 7.34598)  0.114
H (-23.47661, 6.86699, 5.65459)  0.136
H (-23.87104, 4.05800, 7.00787)  0.089
H (-22.48327, 4.66641, 6.08661)  0.067
H (-23.97906, 4.32939, 5.21583)  0.078
H (-24.82041, 5.09322, 8.84108)  0.114
H (-24.02308, 5.91731, 11.19691)  0.084
H (-24.46287, 8.21853, 11.85452)  0.108
H (-26.80435, 8.75755, 8.40588)  0.126
C (-15.01898, 3.57623, 9.78012)  -0.177
Si (-16.30964, 3.00208, 11.05128)  0.461
C (-15.54631, 2.72771, 12.75183)  -0.192
C (-16.88210, 1.30392, 10.48848)  -0.171
C (-17.72692, 4.16001, 11.03915)  -0.180
C (-18.66720, 4.93036, 10.89221)  -0.172
H (-13.96517, 3.42470, 10.09666)  0.031
H (-15.08774, 4.55213, 9.38885)  0.000
H (-15.08377, 2.82850, 8.96457)  0.026
H (-14.70464, 1.99959, 12.59084)  0.042
H (-16.17912, 2.28987, 13.43747)  -0.012
H (-15.01404, 3.60922, 13.19167)  0.042
H (-16.26411, 0.52615, 10.90102)  0.021
H (-16.90108, 1.21866, 9.38253)  0.045
H (-17.86985, 1.12939, 10.87152)  0.011

Results
HOMO (alpha / beta)   -3.2 / -3.2 eV
Orbital gap (alpha / beta)   0.205 / 0.205 Ha
Net charge   -1
Multiplicity   1
Molecular weight   842.7 g/mol



[2]
This record from the Open Molecules 2025 dataset describes a structure of composition C46H44As2N4Pd at a distorted geometry. The level of theory is ωB97M-V/def2-TZVPD.

Each line ends with the Löwdin charge.
Geometry (Å):
Pd (0.01042, -0.14767, 0.33708)  0.783
C (-1.80714, -3.45771, 2.75455)  0.003
C (-2.89599, -3.80663, 1.98067)  0.027
C (-3.23606, -2.99338, 0.90594)  0.053
C (-2.46252, -1.87093, 0.62739)  -0.197
N (-1.34398, -1.58365, 1.34268)  0.026
C (-1.04346, -2.34279, 2.38747)  -0.153
C (-2.83474, -0.89704, -0.38672)  -0.186
C (-4.11047, -0.84719, -1.00593)  0.066
C (-4.37719, 0.15934, -1.92000)  0.027
C (-3.39231, 1.08832, -2.20801)  0.070
C (-2.13813, 0.98918, -1.54696)  -0.171
N (-1.91384, 0.02333, -0.66424)  0.061
C (-1.03023, 1.91296, -1.74480)  -0.178
C (-1.04273, 2.88136, -2.74547)  0.053
C (0.01276, 3.77624, -2.84606)  0.026
C (1.04404, 3.68338, -1.93363)  0.020
C (1.00706, 2.66731, -0.97195)  -0.137
N (0.01157, 1.79337, -0.87634)  0.036
H (-1.53379, -4.02971, 3.63366)  0.141
H (-3.48989, -4.68183, 2.21667)  0.145
H (-4.10424, -3.22741, 0.30299)  0.134
H (-0.19071, -2.04623, 2.97914)  0.101
H (-4.88222, -1.56320, -0.75109)  0.132
H (-5.34627, 0.22280, -2.39794)  0.146
H (-3.58878, 1.88136, -2.91700)  0.131
H (-1.86298, 2.93728, -3.44998)  0.133
H (0.02083, 4.53292, -3.62179)  0.146
H (1.87782, 4.37560, -1.95539)  0.138
H (1.81651, 2.57138, -0.26936)  0.071
C (2.46909, 1.13481, 2.48143)  -0.375
C (2.72487, -0.30766, 2.75971)  -0.373
As (2.08182, -1.47954, 1.34273)  1.378
C (3.29883, -1.23095, -0.11172)  -0.386
C (4.16346, -2.25788, -0.49223)  -0.085
C (5.09518, -2.03313, -1.49874)  -0.027
C (5.14136, -0.80975, -2.15164)  -0.012
C (4.25667, 0.20674, -1.79756)  -0.034
C (3.33133, -0.01126, -0.79224)  -0.132
C (2.45925, -3.23773, 2.01802)  -0.375
C (3.75918, -3.42571, 2.48186)  -0.102
C (4.09322, -4.66220, 3.01650)  -0.016
C (3.15671, -5.68754, 3.06926)  -0.011
C (1.86676, -5.48329, 2.60011)  -0.032
C (1.51130, -4.25057, 2.06936)  -0.115
As (0.57497, 1.47299, 2.17499)  1.347
C (0.39965, 3.34776, 2.24195)  -0.376
C (-0.80187, 3.88068, 2.71039)  -0.069
C (-0.90789, 5.25404, 2.84538)  -0.019
C (0.16225, 6.07497, 2.50227)  0.005
C (1.34235, 5.53382, 1.99275)  -0.022
C (1.46838, 4.16399, 1.85033)  -0.107
C (-0.38047, 0.84705, 3.70824)  -0.399
C (0.24546, 0.88710, 4.95121)  -0.081
C (-0.46483, 0.49537, 6.07769)  -0.022
C (-1.79216, 0.09980, 5.96795)  -0.016
C (-2.41415, 0.06831, 4.72597)  -0.039
C (-1.70860, 0.44261, 3.58859)  -0.148
H (3.03508, 1.46991, 1.61545)  0.070
H (2.74148, 1.77461, 3.32058)  0.109
H (2.24876, -0.63419, 3.68238)  0.081
H (3.78959, -0.52059, 2.83559)  0.104
H (4.12708, -3.22235, -0.00597)  0.102
H (5.78352, -2.82150, -1.77745)  0.132
H (5.85701, -0.65026, -2.94774)  0.133
H (4.29867, 1.16038, -2.31032)  0.122
H (2.64205, 0.77106, -0.52944)  0.034
H (4.50997, -2.65024, 2.42539)  0.114
H (5.09897, -4.82291, 3.38446)  0.135
H (3.44213, -6.65505, 3.46039)  0.134
H (1.13922, -6.28387, 2.64511)  0.126
H (0.51037, -4.09774, 1.69512)  0.074
H (-1.62478, 3.24162, 3.00244)  0.109
H (-1.82210, 5.68539, 3.23110)  0.132
H (0.08768, 7.14277, 2.65496)  0.135
H (2.16434, 6.18139, 1.71761)  0.131
H (2.40103, 3.75294, 1.48412)  0.102
H (1.26313, 1.24101, 5.06108)  0.114
H (0.01737, 0.51900, 7.04752)  0.132
H (-2.35320, -0.14994, 6.85977)  0.133
H (-3.45178, -0.23348, 4.64848)  0.126
H (-2.19897, 0.44570, 2.62747)  0.090
C (0.50879, -5.07675, -1.67591)  -0.023
C (0.47967, -3.89895, -2.67344)  -0.568
C (-0.74184, -3.99839, -3.59998)  -0.018
C (1.78882, -3.84280, -3.47857)  -0.011
C (0.36837, -2.65858, -1.86270)  -0.075
N (0.27752, -1.68740, -1.25543)  0.140
H (0.58548, -6.00717, -2.24032)  0.111
H (-0.40771, -5.11541, -1.08024)  0.088
H (1.37139, -5.01073, -1.01013)  0.081
H (-0.67120, -4.93110, -4.16054)  0.111
H (-0.76813, -3.17428, -4.31496)  0.099
H (-1.67678, -4.01242, -3.03381)  0.090
H (1.90500, -4.78969, -4.00777)  0.112
H (2.65332, -3.70384, -2.82744)  0.079
H (1.76663, -3.03975, -4.21694)  0.102

Results
HOMO (alpha / beta)   -19.0 / -19.0 eV
Orbital gap (alpha / beta)   0.195 / 0.195 Ha
Net charge   +4
Multiplicity   1
Molecular weight   909.1 g/mol